[1]
Formula: C26H32N2O3
Source: the Open Molecules 2025 dataset
Level of theory: ωB97M-V with the def2-TZVPD basis set

Highest occupied orbital energy, eV: -8.219
Energy relative to the best compared isomer or geometry (same formula, charge and spin), eV: 0.621
LUMO level, eV: 0.457
Kohn-Sham gap, eV: 8.7
Net charge: 0
SMILES: O=C(c1ccc2c(c1)OCO2)[C@H]1CCCN(C2CCN(CCc3ccccc3)CC2)C1

CARTESIAN COORDINATES (ANGSTROEM)
1 O -6.81224 1.66975 -0.81494
2 O -4.27057 -2.73312 -0.29116
3 O -5.48039 3.35549 0.01557
4 N 3.07262 0.80044 0.90712
5 N 0.23775 -1.95988 -0.63457
6 C 1.78980 1.31673 0.48465
7 C -4.82022 2.16751 0.11752
8 C 7.37780 -0.16098 -1.42926
9 C -3.91625 -0.43954 0.09841
10 C -5.62522 1.14030 -0.38599
11 C -1.82159 -3.67471 0.57717
12 C -3.49083 -1.86535 0.04548
13 C -2.04904 -2.17820 0.36152
14 C 5.21754 0.86417 -1.23548
15 C 6.06520 -0.03764 -1.85261
16 C 4.72476 2.57991 0.52381
17 C 0.44809 -3.38228 -0.43502
18 C 5.66799 1.65201 -0.18390
19 C 3.90190 1.79400 1.55878
20 C -3.12836 0.59149 0.60395
21 C 6.98446 1.51875 0.23635
22 C 0.87968 -1.02587 0.28966
23 C -6.73412 3.05525 -0.56508
24 C -3.56680 1.91136 0.62057
25 C 2.25156 -1.49202 0.77833
26 C 7.83637 0.62148 -0.38378
27 C 1.09228 0.31433 -0.42774
28 C -5.19916 -0.15934 -0.40482
29 C 2.89677 -0.42177 1.65682
30 C -1.17028 -1.71100 -0.83172
31 C -0.33184 -3.95169 0.75617
32 H -0.15535 -5.02585 0.82829
33 H 3.30217 2.49470 2.16448
34 H 2.17075 -2.40698 1.36571
35 H -1.74391 -1.63649 1.26068
36 H -1.48308 -2.26684 -1.72067
37 H 0.25150 -0.84919 1.18305
38 H 0.01986 -3.48979 1.68200
39 H -2.95313 2.70509 1.01254
40 H 2.89720 -1.67347 -0.08123
41 H 1.13924 1.53678 1.35565
42 H -2.20014 -4.21767 -0.29091
43 H -5.80770 -0.96072 -0.78944
44 H 8.04172 -0.86250 -1.91322
45 H 1.51336 -3.58495 -0.33749
46 H 5.70253 -0.64609 -2.66884
47 H 0.10171 -3.87680 -1.34883
48 H 1.94690 2.25212 -0.05688
49 H 1.70798 0.13172 -1.30826
50 H 3.87950 -0.77410 1.97979
51 H -7.53900 3.35403 0.12526
52 H 4.19405 0.95790 -1.56326
53 H 2.27360 -0.26414 2.55970
54 H 0.14429 0.74023 -0.75705
55 H 8.86012 0.53206 -0.04944
56 H 5.27882 3.36489 1.04153
57 H 4.05090 3.04809 -0.19472
58 H -2.15051 0.38781 1.00795
59 H -6.84243 3.60983 -1.51064
60 H -2.38457 -4.01311 1.44961
61 H -1.33666 -0.65157 -1.02499
62 H 4.59734 1.28405 2.22996
63 H 7.34771 2.12466 1.05528

Mulliken population analysis, charges in e, atoms 1 to 4: atom 1 (O): -0.483, atom 2 (O): -0.671, atom 3 (O): -0.491, atom 4 (N): 0.897

---

[2]
Formula: C26H46N2O5
Source: the Open Molecules 2025 dataset
Level of theory: ωB97M-V with the def2-TZVPD basis set

Highest occupied orbital energy (alpha / beta), eV: -8.790 / -9.413
LUMO level (alpha / beta), eV: -0.924 / -0.924
Spin multiplicity: 3
Kohn-Sham gap (alpha / beta), eV: 7.9 / 8.5
Net charge: 0

CARTESIAN COORDINATES (ANGSTROEM)
1 O -0.16029 -2.79918 1.43173
2 O 2.52814 2.15371 -2.07060
3 O -3.61562 1.60223 3.21348
4 O -4.92234 2.94508 1.71994
5 O -3.37032 -0.06273 4.83207
6 N 0.11995 -2.12421 0.28555
7 N 3.88017 2.02015 -2.05708
8 C -6.18808 -1.51134 3.42084
9 C -2.19853 -2.38565 -1.52459
10 C 4.33432 2.24908 -0.64828
11 C -1.26824 -3.56378 -1.26320
12 C 3.45943 1.49339 0.38653
13 C -4.71789 1.89081 2.35165
14 C 5.74253 1.64335 -0.43440
15 C -0.34118 0.08342 -0.78868
16 C 4.42496 2.93274 -3.10926
17 C 4.42930 4.41224 -2.67045
18 C 3.65055 2.82648 -4.44959
19 C -4.03528 0.37242 3.88626
20 C -5.34190 -0.18295 3.19222
21 C -2.26022 -1.47635 -0.29916
22 C 0.95367 -4.40019 -0.45637
23 C -4.76857 -3.38215 2.32510
24 C 5.05209 4.62207 -1.29595
25 C -5.28760 -2.80880 3.76026
26 C 4.35694 3.74274 -0.25881
27 C -0.86918 -1.00531 0.17601
28 C 5.85500 2.50205 -3.50761
29 C -1.04998 -0.24053 1.51296
30 C -5.79014 0.72811 2.19920
31 C 0.14517 -3.12754 -0.82263
32 C 0.92167 -2.56899 -2.03696
33 C -7.27651 -1.23741 4.58474
34 H 0.93017 -3.29848 -2.85365
35 H -0.08504 0.10275 1.89822
36 H 0.46934 -5.00132 0.31754
37 H -1.71821 -4.20084 -0.49304
38 H -3.20274 -2.75744 -1.75164
39 H -5.96530 -3.54193 4.30913
40 H 0.49894 -1.66524 -2.46675
41 H -1.68227 0.64214 1.37919
42 H -3.64021 -3.51143 2.38952
43 H 5.83289 0.66970 -0.92531
44 H -6.77208 -0.83825 5.52867
45 H 1.95809 -4.14130 -0.10927
46 H 6.25927 3.17693 -4.26921
47 H 3.40373 4.79807 -2.65239
48 H 0.72731 0.26272 -0.63635
49 H -1.53463 -0.84303 2.28595
50 H 3.59480 1.78849 -4.79006
51 H 4.96769 5.02214 -3.40350
52 H -1.87309 -1.82758 -2.40572
53 H -4.96534 -2.57764 1.52052
54 H -0.84916 1.03821 -0.62425
55 H 3.40049 0.42738 0.14519
56 H -2.89221 -0.61146 -0.52937
57 H 6.12451 4.41452 -1.32447
58 H 4.85491 3.87195 0.70816
59 H -6.68723 0.64138 1.49982
60 H 2.44277 1.88931 0.45099
61 H 4.95153 5.67272 -1.00681
62 H 1.96287 -2.35720 -1.77656
63 H -8.09656 -0.53455 4.21957
64 H 1.06589 -5.05067 -1.32885
65 H -5.33806 -4.30806 1.99309
66 H 6.57629 2.52449 -2.69552
67 H 3.33209 4.10972 -0.12531
68 H -0.51217 -0.14369 -1.84011
69 H -6.77488 -1.73904 2.46286
70 H -1.20913 -4.17970 -2.16677
71 H 6.55189 2.28613 -0.77806
72 H 3.88225 1.58005 1.39164
73 H -4.43469 -2.47390 4.43470
74 H 4.15337 3.40170 -5.23262
75 H 5.94583 1.48320 0.62842
76 H -7.77160 -2.23713 4.84041
77 H 5.86049 1.49248 -3.92896
78 H 2.63263 3.21900 -4.38261
79 H -2.76748 -2.01827 0.50861

Mulliken population analysis, charges in e, atoms 1 to 4: atom 1 (O): -0.569, atom 2 (O): -0.512, atom 3 (O): -0.326, atom 4 (O): -0.560

---

[3]
Formula: C4H8F12Li5N6O26S13
Source: the Open Molecules 2025 dataset
Level of theory: ωB97M-V with the def2-TZVPD basis set

Highest occupied orbital energy, eV: -7.346
LUMO level, eV: -3.786
Kohn-Sham gap, eV: 3.6
Net charge: -1

CARTESIAN COORDINATES (ANGSTROEM)
1 S -4.92692 2.32610 -6.48946
2 S 3.82958 -6.00096 -0.40846
3 S -2.83734 4.36510 7.26800
4 S -1.63951 -0.73751 -1.65705
5 S 4.10038 0.76414 3.18871
6 S 5.43917 -5.94916 -1.91547
7 S 6.92841 3.11181 -2.63482
8 S -9.03165 -3.25998 -2.35168
9 S -2.33936 -0.35787 0.59785
10 S 5.04332 2.26566 -3.53597
11 S -0.58254 4.60547 7.45442
12 S -7.82057 -4.70591 -0.87088
13 S -3.56603 1.81466 -8.35462
14 F -7.13703 -4.40878 0.53394
15 F -9.89823 -1.88725 -2.36747
16 F -1.08914 0.06643 -2.94802
17 F -2.37570 0.71347 1.81411
18 F 2.24655 -6.01197 -0.23288
19 F -4.08936 5.03505 7.89748
20 F 0.53321 4.74737 8.65430
21 F 5.49269 -6.03520 -3.52632
22 F -3.74100 0.84930 -9.63496
23 F -5.94224 1.66059 -5.35097
24 F 4.40012 0.76851 -3.58632
25 F 8.39981 2.51852 -2.40356
26 O -3.77508 -0.52150 0.41882
27 O -10.08638 -4.18458 -2.84065
28 O 4.77756 2.50076 -4.91972
29 O -5.80039 3.48100 -6.90467
30 O -6.66038 -5.03254 -1.71394
31 O -8.68956 -5.77869 -0.45331
32 O -3.76162 3.17144 -8.88938
33 O 5.22604 0.08056 2.52598
34 O -2.20715 1.37307 -7.97999
35 O 4.10449 -4.69380 0.16734
36 O -3.82375 2.49876 -5.54339
37 O -2.95488 -1.16033 -2.14613
38 O 6.03194 -4.66066 -1.82096
39 O 6.16864 -7.18374 -1.67548
40 O -3.24118 2.95033 7.42487
41 O -0.62650 -1.78807 -1.61326
42 O -1.48289 -1.36257 1.05559
43 O -0.34362 3.19684 7.07832
44 O 4.17494 -7.27394 0.19228
45 O 6.64140 3.42119 -1.21625
46 O 3.07750 1.44777 2.42955
47 O -2.71585 4.78514 5.88223
48 O -7.89162 -2.92226 -3.16867
49 O -0.11747 5.66433 6.56055
50 O 7.06949 4.17919 -3.65115
51 O 4.18872 2.85263 -2.49299
52 N -1.60125 0.54808 -0.46782
53 N -1.76063 5.07579 8.38172
54 N -4.72164 1.12931 -7.65054
55 N 6.62669 1.73469 -3.09085
56 N 3.72114 -6.05206 -1.94728
57 N -8.61788 -3.21007 -0.91232
58 C 3.54563 -0.31689 4.64505
59 C 4.72581 0.03765 5.68449
60 C 4.89612 1.57325 5.60270
61 C 4.77254 2.10803 4.23824
62 Li -2.71299 3.35181 -1.49266
63 Li -8.02217 -0.74771 1.11998
64 Li 0.66212 3.29983 -0.28812
65 Li 1.90474 -4.68520 -4.44554
66 Li -5.73090 -2.11948 -6.76631
67 H 3.97159 2.84207 4.32635
68 H 3.40663 -1.32713 4.26011
69 H 5.66993 -0.48433 5.52869
70 H 2.62390 0.10814 5.04237
71 H 5.52138 2.61779 3.63203
72 H 4.26675 -0.46650 6.53490
73 H 5.94409 1.64044 5.89483
74 H 4.22906 2.04458 6.32448

Mulliken population analysis, charges in e, atoms 1 to 4: atom 1 (S): 1.054, atom 2 (S): 1.070, atom 3 (S): 1.097, atom 4 (S): 1.070

---

Which value of net charge does entry 2 give? 0

---

Look up the net charge of the second one. 0

---

What is the formula in the second record? C26H46N2O5